Computed, not measured: a structure of composition C42H22EuN10O4 at a distorted geometry, with ωB97M-V with the def2-TZVPD basis set.

CARTESIAN COORDINATES (ANGSTROEM)
Eu (-1.15876, -0.33600, -0.31084)
O (-3.10703, -0.98137, 0.45734)
O (-1.92500, -0.99847, -2.51525)
O (-4.98710, -0.69545, 1.63908)
O (-0.76789, 1.01697, -2.01540)
N (0.48187, 0.27902, -1.85753)
N (0.64211, -1.87153, -3.13314)
N (-0.43804, -3.69599, 1.08295)
N (-0.36353, -1.38081, 1.66834)
N (0.23913, 0.46825, 3.05682)
N (0.72030, 1.06509, 0.74309)
N (-1.21957, -0.17473, -3.15298)
N (2.07439, 1.91249, -1.10666)
N (-0.04717, -2.38369, -0.88844)
N (-2.79593, 1.70356, 0.28393)
C (2.45874, 2.50274, 3.63557)
C (-0.05840, -3.51839, -0.16656)
C (1.70995, 1.82701, 0.18451)
C (-3.86324, 3.88431, 0.11422)
C (-0.62514, -2.68756, 6.08763)
C (2.40458, 0.58601, -6.10090)
C (-0.75609, -2.89384, 3.35389)
C (1.46807, -4.86424, -3.15538)
C (-0.27597, -0.71342, 2.86970)
C (4.13985, 3.70603, 2.37274)
C (0.45110, -2.67044, -2.14189)
C (-0.59099, -2.67853, 1.92312)
C (0.84285, -4.08703, -2.19933)
C (-0.88182, -3.91633, 5.48528)
C (1.56391, 1.20172, -2.04672)
C (-2.72573, 3.03496, 0.01583)
C (-3.94431, 1.21738, 0.71036)
C (-5.09709, 2.00397, 0.91785)
C (-0.95219, -4.03543, 4.10794)
C (-5.06646, 3.32935, 0.59918)
C (1.96671, 1.14716, -3.42802)
C (-0.46956, -1.53422, 5.33763)
C (1.35749, -6.72376, -1.60586)
C (1.89668, 2.09351, 2.43139)
C (0.49790, -4.62223, -0.95191)
C (1.18314, 0.19428, -4.09964)
C (-4.03450, -0.30668, 0.97799)
C (3.57881, 3.30459, 3.59164)
C (1.39326, -0.09111, -5.42956)
C (0.83004, 1.18805, 2.09677)
C (3.59717, 3.30291, 1.17284)
C (0.76088, -5.93892, -0.63324)
C (2.98035, 1.81602, -4.10276)
C (1.70538, -6.19644, -2.84339)
C (2.46968, 2.48810, 1.20233)
C (-1.49441, 3.59541, -0.38214)
C (-3.74963, 5.23588, -0.26675)
C (-1.41479, 4.91606, -0.72859)
C (-0.54460, -1.64226, 3.95937)
C (3.19140, 1.52300, -5.43882)
C (0.32110, -0.51597, -3.09876)
C (-2.55159, 5.73863, -0.68972)
H (2.59103, 0.36410, -7.14424)
H (5.01752, 4.33949, 2.38641)
H (-1.00723, -4.79331, 6.10468)
H (-1.13518, -4.98461, 3.62980)
H (3.98476, 2.02247, -5.97978)
H (-2.47247, 6.77289, -0.99220)
H (-5.97115, 1.50967, 1.31315)
H (-5.93511, 3.96521, 0.71220)
H (-0.53690, -2.63678, 7.16490)
H (1.75837, -4.43369, -4.10167)
H (2.03418, 2.18354, 4.57493)
H (0.78051, -0.82746, -5.92560)
H (-0.46940, 5.33090, -1.04353)
H (-4.63183, 5.86025, -0.22300)
H (1.55092, -7.76572, -1.40146)
H (0.50909, -6.31951, 0.34334)
H (2.17926, -6.84172, -3.56805)
H (4.04305, 3.62539, 4.51524)
H (3.57614, 2.54045, -3.57130)
H (-0.28759, -0.58007, 5.80693)
H (4.02441, 3.58477, 0.22346)
H (-0.62262, 2.95610, -0.41336)

LUMO energy (alpha / beta) = 1.2 / 0.4 eV
expectation value of S² = 12.0500
total charge = -1
2S+1 = 7
Kohn-Sham gap (alpha / beta) = 4.129 / 3.817 eV

=====

Computed, not measured: a cluster of 2 separate species, C20H15Br2NO5S in total at a distorted geometry, with ωB97M-V with the def2-TZVPD basis set.

CARTESIAN COORDINATES (ANGSTROEM)
Br (-0.63015, 3.63668, -0.90543)
Br (2.68762, 2.34109, 2.21207)
S (-2.54806, 1.33970, -3.59212)
O (2.15868, -4.35632, -3.48270)
O (-5.10427, 0.63261, 1.27760)
O (-2.56430, 0.24319, 3.20527)
O (0.80813, -1.02305, -0.19623)
O (4.10210, -4.73815, 1.43978)
N (-1.99519, -0.89749, -1.68086)
C (-0.10323, -0.17303, 0.07871)
C (-2.69405, -0.00682, 0.65226)
C (-4.92267, 2.06594, 1.11039)
C (3.65525, -4.65083, 0.30967)
C (-2.10254, 0.56488, 2.06536)
C (-0.71037, 3.80349, 3.73815)
C (2.72066, -3.56901, -0.06466)
C (0.19707, 1.20086, 0.91160)
C (3.53998, -5.52516, -1.97785)
C (1.51300, 2.06439, 0.58982)
C (-1.67640, -0.37850, -0.32112)
C (4.02785, -5.62248, -0.73994)
C (2.60517, -4.44308, -2.35227)
C (-2.05458, 0.11448, -2.54488)
C (-4.28670, -0.12707, 0.33909)
C (-0.69077, 2.90258, 2.76350)
C (2.23122, 3.60695, -1.51223)
C (2.23259, -3.47161, -1.30297)
C (1.23350, 3.44751, -0.22075)
C (-0.81512, 1.56018, 1.89270)
H (3.32843, 3.38474, -1.25053)
H (-4.07179, 2.36926, 0.39798)
H (-4.43323, 0.39631, -0.69708)
H (3.80291, -6.22773, -2.75896)
H (1.84734, 2.82510, -2.29096)
H (1.46601, 4.30933, 0.52720)
H (2.45771, -2.86647, 0.71634)
H (-4.64911, 2.50101, 2.15711)
H (-5.91720, 2.59236, 0.79572)
H (1.54788, -2.68501, -1.59327)
H (-4.63858, -1.21182, 0.19474)
H (2.16414, 1.40773, -0.12361)
H (2.10675, 4.64834, -2.02131)
H (-0.53861, 4.42441, 4.70388)
H (4.71295, -6.40946, -0.44922)

LUMO energy = -1.9 eV
total charge = 0
Kohn-Sham gap = 7.790 eV
energy relative to the best compared isomer or geometry (same formula, charge and spin) = 150.9 kcal/mol

=====

Computed, not measured: a cluster of 2 separate species, C4H10NO3 in total at a distorted geometry, with ωB97M-V with the def2-TZVPD basis set.

CARTESIAN COORDINATES (ANGSTROEM)
O (1.56220, 1.00016, 2.62917)
O (-0.05876, -0.86951, 2.50141)
O (-0.40031, 2.22209, -1.74918)
N (0.95280, 0.57718, -2.46672)
C (-0.85542, -1.13521, 1.39811)
C (-0.18154, -0.68751, 0.08781)
C (-0.94842, -0.03508, -1.07320)
C (-0.12607, 1.04745, -1.74188)
H (1.69746, 1.24893, -2.60356)
H (0.40497, 0.14450, 0.49025)
H (1.13798, 1.29538, 1.81888)
H (0.84416, 0.19870, 2.78352)
H (-1.86599, 0.43581, -0.74364)
H (0.51077, -1.46822, -0.23178)
H (1.28531, -0.30051, -2.21018)
H (-1.09103, -0.71514, -1.91586)
H (-1.00366, -2.23383, 1.42127)
H (-1.86443, -0.72518, 1.60557)

LUMO energy = 3.5 eV
total charge = -1
Kohn-Sham gap = 6.890 eV
energy relative to the best compared isomer or geometry (same formula, charge and spin) = 53.2 kcal/mol

=====

Computed, not measured: a cluster of 8 separate species, C10H25Cl16NO5P2 in total at a distorted geometry, with ωB97M-V with the def2-TZVPD basis set.

CARTESIAN COORDINATES (ANGSTROEM)
Cl (-0.40775, 11.04144, 2.37497)
Cl (0.55607, -3.29312, -1.90170)
Cl (0.20076, -4.64527, -4.45987)
Cl (-1.95806, 7.30033, 0.00322)
Cl (5.93342, -1.67542, 1.34306)
Cl (-2.87617, 6.64385, -2.68470)
Cl (6.99325, -0.63162, -1.59491)
Cl (-4.16490, 3.26466, 0.34339)
Cl (8.97596, 0.41299, 0.26962)
Cl (-3.83765, -3.21658, 4.92727)
Cl (3.57795, -6.67887, -3.04978)
Cl (5.20439, -4.28164, -2.72303)
Cl (-5.79135, 0.86743, 0.01663)
Cl (3.91778, -0.14017, 2.78495)
Cl (-5.96456, -1.92085, 3.41197)
Cl (-2.87973, 9.77675, 3.26308)
P (-3.10797, -2.66753, -0.41461)
P (-0.29224, -2.12810, -0.00401)
O (-1.63932, -3.16145, 0.37780)
O (-0.30641, -1.50723, -1.45632)
O (-0.12650, -0.98315, 1.29510)
O (1.15112, -3.16110, 0.06628)
O (-4.37819, -3.00049, 0.78246)
N (-3.20876, -0.90433, -0.66287)
C (4.07695, -5.14592, -3.77515)
C (-5.29235, 2.40039, -0.70873)
C (8.38275, 0.44289, -1.39539)
C (-1.91696, 10.27418, 1.86638)
C (5.39299, -1.10394, 2.92624)
C (2.36878, -2.35825, -0.15058)
C (-3.19140, 6.47091, -0.95386)
C (-5.22442, -3.46277, 3.85895)
C (0.20609, 0.36825, 0.81981)
C (-0.15572, -4.68391, -2.72883)
H (-2.49477, 10.98546, 1.27118)
H (3.19290, -4.52421, -3.93634)
H (-1.68280, 9.39327, 1.26375)
H (-6.17640, 3.02209, -0.86993)
H (-5.96627, -4.07725, 4.37477)
H (-4.44570, -2.14254, 1.33261)
H (-3.18746, 5.40907, -0.69593)
H (-0.55896, 0.81648, 0.04128)
H (-2.67043, -0.36044, 0.05711)
H (6.17928, -0.48806, 3.36952)
H (5.19451, -1.96644, 3.56709)
H (0.13414, 1.08166, 1.77466)
H (-4.16892, 6.90249, -0.72538)
H (2.18241, -1.30302, -0.62090)
H (-1.23919, -4.66519, -2.58818)
H (4.56579, -5.34725, -4.73144)
H (9.18319, 0.11733, -2.06419)
H (8.08284, 1.46284, -1.64799)
H (-4.88912, -3.97244, 2.95238)
H (2.96294, -2.22236, 0.85191)
H (3.05210, -2.99694, -0.89068)
H (-4.80351, 2.19906, -1.66502)
H (1.31969, 0.41518, 0.41142)
H (-4.24015, -0.64990, -0.59737)
H (0.25607, -5.60125, -2.30115)

LUMO energy = 0.2 eV
total charge = 0
Kohn-Sham gap = 8.206 eV

=====

Computed, not measured: a cluster of 2 separate species, C25H46BF2O5Si in total at a distorted geometry, with ωB97M-V with the def2-TZVPD basis set.

CARTESIAN COORDINATES (ANGSTROEM)
Si (-5.30992, -0.51719, -1.76834)
F (-4.16238, 2.68624, -0.08304)
F (-2.23891, 3.34849, -0.90117)
O (5.86476, -1.00288, -0.53479)
O (6.99006, 1.33892, 1.04442)
O (8.86872, -1.02916, 0.04296)
O (-2.76871, 0.12969, 0.62576)
O (-2.58834, 1.44970, 2.52016)
C (-0.21108, 1.57828, 1.85829)
C (9.44447, -2.16685, 0.64485)
C (-6.95592, -1.58424, 0.31772)
C (0.01656, 0.09024, 2.21947)
C (-6.85253, 0.76386, 0.29040)
C (-7.77655, -1.51593, 1.40928)
C (5.84260, 0.57135, 1.38029)
C (6.93144, -0.52866, -1.34098)
C (6.69305, 2.64777, 0.60689)
C (-7.66409, 0.85025, 1.39561)
C (1.56989, -1.08944, 0.45486)
C (1.41040, -0.48269, 1.86831)
C (-8.12334, -0.31172, 1.96684)
C (8.23766, -1.28645, -1.20080)
C (0.90601, -0.30933, -0.68638)
C (-3.04184, 2.22032, -0.68851)
C (-6.40493, -1.23237, -3.15806)
C (5.95085, -0.85361, 0.87620)
C (-3.90814, -1.75667, -1.54122)
C (-6.45943, -0.43200, -0.26812)
C (-4.76675, 1.20476, -2.36548)
C (-1.68919, 1.92000, 1.55557)
C (-3.30915, 1.61917, -2.07597)
C (-2.19543, 1.29656, 0.19493)
C (1.57894, -0.70031, -2.04069)
B (-3.42883, 0.33485, 1.96280)
H (0.01609, 2.14967, 2.76923)
H (5.83144, 2.66194, -0.06820)
H (6.83639, -1.35515, 1.26923)
H (-2.91506, -1.34676, -1.73738)
H (8.79933, -3.04591, 0.54661)
H (2.34236, 0.04690, -2.27534)
H (8.04057, -2.35720, -1.32632)
H (6.58884, -0.66471, -2.37011)
H (-3.04529, 2.39826, -2.80154)
H (-7.89370, 1.83678, 1.78386)
H (-6.50679, 1.69251, -0.15459)
H (-0.15242, -0.56673, -0.77860)
H (0.85252, -0.75162, -2.85656)
H (8.92054, -0.96215, -1.99698)
H (-7.31494, -0.64225, -3.30188)
H (-6.66337, -2.27200, -2.92142)
H (-8.74898, -0.25227, 2.85329)
H (-2.59931, 0.80419, -2.23460)
H (-8.16314, -2.42762, 1.85909)
H (1.58013, -1.31601, 2.56764)
H (-4.51844, 0.83695, 1.71242)
H (1.00174, 0.77300, -0.58762)
H (-3.53171, -0.67040, 2.63921)
H (-0.06656, 0.03312, 3.30977)
H (-3.89766, -2.15919, -0.52368)
H (2.04491, -1.68531, -1.93580)
H (-4.05418, -2.62512, -2.19985)
H (5.08919, -1.39865, 1.27102)
H (2.64848, -1.09383, 0.23272)
H (7.08026, 0.54347, -1.20416)
H (2.22015, 0.23167, 2.07006)
H (4.93325, 1.02627, 0.97352)
H (1.20693, -2.12104, 0.39223)
H (6.50804, 3.30944, 1.45939)
H (5.76084, 0.55223, 2.47418)
H (9.56764, -1.95462, 1.70686)
H (10.42810, -2.37836, 0.21051)
H (-5.84383, -1.27711, -4.10145)
H (0.45931, 1.96895, 1.08450)
H (-0.75403, -0.58116, 1.82821)
H (-6.70616, -2.56447, -0.08359)
H (-4.86963, 1.18225, -3.45948)
H (-1.75495, 3.01566, 1.67406)
H (-1.26736, 1.20021, -0.39050)
H (7.55885, 3.01666, 0.05536)
H (-5.49832, 1.93854, -2.01532)

LUMO energy = 2.3 eV
total charge = -1
Kohn-Sham gap = 6.123 eV
energy relative to the best compared isomer or geometry (same formula, charge and spin) = 0.0 kcal/mol

=====

Computed, not measured: a cluster of 2 separate species, C7H7BrNO2 in total at a distorted geometry, with ωB97M-V with the def2-TZVPD basis set.

CARTESIAN COORDINATES (ANGSTROEM)
Br (4.51299, -0.63597, -2.54749)
O (-3.63677, -0.74456, -1.17714)
O (-3.97418, 0.92700, 0.18194)
N (-3.21789, 0.06453, -0.32103)
C (0.89197, 0.09028, 0.72565)
C (-0.94373, -0.80443, -0.64666)
C (-1.86069, 0.01059, 0.07301)
C (-0.06534, 0.96847, 1.36376)
C (2.21477, -0.02995, 1.15960)
C (-1.40623, 0.87089, 1.11057)
C (0.39934, -0.73780, -0.35260)
H (2.69100, -1.00914, 1.16313)
H (-2.15671, 1.45086, 1.65831)
H (-1.34272, -1.44374, -1.43199)
H (1.12059, -1.29296, -0.95055)
H (2.76615, 0.83975, 1.53138)
H (3.69898, -0.23139, -3.61453)
H (0.30845, 1.70756, 2.07464)

LUMO energy (alpha / beta) = -0.6 / -1.7 eV
expectation value of S² = 0.8023
total charge = 0
2S+1 = 2
Kohn-Sham gap (alpha / beta) = 7.676 / 8.469 eV
energy relative to the best compared isomer or geometry (same formula, charge and spin) = 0.0 kcal/mol